## 1
Density functional theory data (the ωB97M-V functional and the def2-TZVPD basis) for a single C4H5N3 molecule.

Properties
SMILES ... [H]/N=N\c1ccc[nH]1
HOMO level ... -8.828 eV

The geometry in ORCA input format:
```
! RIJCOSX wB97M-V def2-TZVPD def2/J DEFGRID3
* xyz 0 1
N -1.0898 -0.4070 1.5630
N -0.4367 1.1271 0.1888
N -1.0422 -1.4759 2.0867
C 0.8463 0.2544 -1.3994
C 0.3331 -0.8474 -0.5654
C -0.4475 -0.2139 0.3832
C 0.3992 1.4303 -0.9624
H -0.6376 -2.3757 1.5501
H 0.2995 -1.9108 -0.6129
H 0.7386 2.5107 -1.1823
H -0.6046 1.8166 1.0881
H 1.6419 0.0916 -2.1376
*
```

Mulliken charges in e: atom 1 (N): 0.02, atom 2 (N): -0.14, atom 3 (N): -0.57, atom 4 (C): -0.43, atom 5 (C): -0.39, atom 6 (C): 0.41, atom 7 (C): -0.50, atom 8 (H): 0.23, atom 9 (H): 0.35, atom 10 (H): 0.30, atom 11 (H): 0.36, atom 12 (H): 0.35

## 2
Density functional theory data (the ωB97M-V functional and the def2-TZVPD basis) for a single C4H5N3 molecule.

Properties
SMILES ... C=N[C@@]12C=NN1C2
HOMO level ... -9.370 eV

The geometry in ORCA input format:
```
! RIJCOSX wB97M-V def2-TZVPD def2/J DEFGRID3
* xyz 0 1
N 0.8991 0.6106 0.6085
N -0.5378 0.5731 -1.5092
N -1.8446 -0.0111 -1.1625
C -1.4663 -0.3639 0.0107
C 1.0367 0.7383 1.8467
C 0.3665 -0.5324 -1.5337
C -0.0252 -0.0005 -0.1667
H 0.0053 -1.5084 -1.8433
H 1.8608 1.3406 2.2249
H 1.3701 -0.2717 -1.8424
H -2.0631 -0.8195 0.7822
H 0.3985 0.2449 2.5847
*
```

Mulliken charges in e: atom 1 (N): -0.40, atom 2 (N): -0.27, atom 3 (N): -0.51, atom 4 (C): -0.18, atom 5 (C): -0.24, atom 6 (C): -0.31, atom 7 (C): 0.54, atom 8 (H): 0.25, atom 9 (H): 0.25, atom 10 (H): 0.27, atom 11 (H): 0.40, atom 12 (H): 0.20

Most stable of them? 1.

## 1
Density functional theory data (the ωB97M-V functional and the def2-TZVPD basis) for a single C6H6N2 molecule.

Properties
SMILES ... C#C[C@@H]1C=CNC=N1
HOMO level ... -8.614 eV

The geometry in ORCA input format:
```
! RIJCOSX wB97M-V def2-TZVPD def2/J DEFGRID3
* xyz 0 1
N -0.3641 1.1401 -0.5196
N -1.6975 -0.7203 0.1285
C -0.7080 -0.9111 1.2047
C 2.0323 -0.0198 -2.1252
C 1.7432 0.3324 -0.8426
C -1.4181 0.3936 -0.6249
C 0.4695 -0.2285 1.2320
C 0.8804 0.8444 0.2370
H -0.8989 -1.5660 2.0988
H 1.1983 1.7546 0.7266
H -2.2889 0.9574 -1.1675
H -2.5590 -1.1097 0.4255
H 2.5417 -0.3544 -3.0241
H 1.0691 -0.5126 2.2509
*
```

Mulliken charges in e: atom 1 (N): -0.51, atom 2 (N): -0.19, atom 3 (C): -0.24, atom 4 (C): -0.26, atom 5 (C): -0.35, atom 6 (C): -0.03, atom 7 (C): -0.39, atom 8 (C): 0.26, atom 9 (H): 0.29, atom 10 (H): 0.31, atom 11 (H): 0.29, atom 12 (H): 0.27, atom 13 (H): 0.38, atom 14 (H): 0.16

## 2
Density functional theory data (the ωB97M-V functional and the def2-TZVPD basis) for a single C6H6N2 molecule.

Properties
SMILES ... C1=Cc2ccnn2C1
HOMO level ... -8.489 eV

The geometry in ORCA input format:
```
! RIJCOSX wB97M-V def2-TZVPD def2/J DEFGRID3
* xyz 0 1
N 0.2078 -0.6042 -0.0087
N 1.4489 -1.1620 -0.0988
C 1.6181 1.0668 0.0662
C 0.2348 0.7717 0.0070
C -1.0696 -1.1784 0.0522
C -1.1480 1.1333 -0.0328
C 2.2855 -0.1953 -0.1028
C -2.0076 0.0710 -0.0603
H -1.0959 -1.6407 1.0884
H -3.0884 -0.0952 -0.2012
H 3.3213 -0.2926 -0.0509
H 2.0036 2.1025 0.2596
H -1.5237 2.0516 -0.3468
H -1.1867 -2.0284 -0.5712
*
```

Mulliken charges in e: atom 1 (N): 0.86, atom 2 (N): -1.16, atom 3 (C): -0.62, atom 4 (C): 0.42, atom 5 (C): -0.50, atom 6 (C): -0.72, atom 7 (C): -0.25, atom 8 (C): -0.24, atom 9 (H): 0.26, atom 10 (H): 0.39, atom 11 (H): 0.47, atom 12 (H): 0.31, atom 13 (H): 0.39, atom 14 (H): 0.38

Most stable of them? 2.

## 1
Density functional theory data (the ωB97M-V functional and the def2-TZVPD basis) for a single C6H6N2 molecule.

Properties
SMILES ... C1=Cn2nccc2C1
HOMO level ... -8.497 eV

The geometry in ORCA input format:
```
! RIJCOSX wB97M-V def2-TZVPD def2/J DEFGRID3
* xyz 0 1
N 0.2587 -0.8298 -0.0659
N 1.5067 -1.3706 0.0382
C -1.8915 -0.3800 -0.0258
C -1.2126 0.9482 -0.0044
C -1.0043 -1.3872 -0.0207
C 2.3151 -0.2371 0.0216
C 0.2280 0.5235 -0.1545
C 1.5111 0.9533 -0.0662
H -2.9213 -0.4395 0.0338
H 1.8745 1.9134 0.0815
H -1.1942 -2.4424 -0.1836
H -1.6577 1.8108 -0.5648
H 3.3822 -0.3477 -0.1321
H -1.1946 1.2849 1.0430
*
```

Mulliken charges in e: atom 1 (N): 0.78, atom 2 (N): -1.13, atom 3 (C): -0.61, atom 4 (C): -0.33, atom 5 (C): -0.22, atom 6 (C): -0.24, atom 7 (C): 0.27, atom 8 (C): -0.84, atom 9 (H): 0.47, atom 10 (H): 0.42, atom 11 (H): 0.40, atom 12 (H): 0.37, atom 13 (H): 0.42, atom 14 (H): 0.22

## 2
Density functional theory data (the ωB97M-V functional and the def2-TZVPD basis) for a single C6H6N2 molecule.

Properties
SMILES ... Cc1[nH]ccc1C#N
HOMO level ... -8.661 eV

The geometry in ORCA input format:
```
! RIJCOSX wB97M-V def2-TZVPD def2/J DEFGRID3
* xyz 0 1
N 0.7682 0.5484 -0.0288
N -2.9582 -0.8102 2.4021
C -0.3990 -0.2101 0.0428
C 0.0136 1.2026 1.8944
C -0.8629 0.2409 1.3169
C -0.7074 -1.2671 -0.9566
C -2.0436 -0.3061 1.9312
C 1.0956 1.5450 1.0397
H 1.7610 2.3543 1.0262
H -1.1119 -0.6934 -1.8523
H -0.1637 1.6718 2.9194
H 1.5138 0.4261 -0.7175
H 0.2110 -1.5588 -1.2385
H -1.3209 -2.1760 -0.5132
*
```

Mulliken charges in e: atom 1 (N): -0.07, atom 2 (N): -0.51, atom 3 (C): 0.26, atom 4 (C): -0.34, atom 5 (C): 0.43, atom 6 (C): -1.05, atom 7 (C): 0.11, atom 8 (C): -0.71, atom 9 (H): 0.40, atom 10 (H): 0.26, atom 11 (H): 0.34, atom 12 (H): 0.20, atom 13 (H): 0.37, atom 14 (H): 0.32

Most stable of them? 1.